26
Properties=species:S:1:pos:R:3 method="wB97M-V/def2-TZVPD" molar_mass_g_mol=120.2 spin_multiplicity=1 homo_ev=-14.654 e_above_lowest_kcal_mol=19.12 charge=+1
C -2.931 1.091 -0.813
C -1.481 0.906 -1.205
C -0.915 -0.409 -0.648
C 0.529 -0.668 -1.121
C 1.690 0.097 -0.441
C 1.464 1.230 0.527
N 0.620 0.778 1.742
H -3.116 0.953 0.254
H -3.351 2.036 -1.091
H -3.582 0.397 -1.347
H -0.834 1.745 -0.931
H -1.406 0.831 -2.287
H -0.960 -0.342 0.433
H -1.527 -1.253 -0.953
H 0.783 -1.715 -1.030
H 0.515 -0.314 -2.152
H 2.374 -0.589 0.063
H 2.365 0.493 -1.177
H 0.988 2.151 0.212
H 2.395 1.450 0.973
H 0.951 1.169 2.624
H -0.330 1.104 1.565
H 0.581 -0.239 1.869
H 1.825 -2.610 1.556
H 0.407 -3.078 1.845
O 0.933 -2.569 1.207

27
Properties=species:S:1:pos:R:3 method="wB97M-V/def2-TZVPD" molar_mass_g_mol=166.2 spin_multiplicity=1 homo_ev=-12.755 smiles="CCCC[NH+]=[PH2]P(C)C" e_above_lowest_kcal_mol=9.74 charge=+1
C 1.011 0.605 -2.776
C -0.151 -0.376 -2.432
C -1.199 0.332 -1.508
C -1.830 -0.710 -0.537
N -2.392 -0.124 0.700
P -1.329 -0.150 2.051
P 0.732 -0.106 1.374
C 1.725 -1.551 2.024
C 1.541 1.542 1.703
H 1.419 0.422 -3.782
H 0.605 1.629 -2.785
H 1.860 0.546 -2.077
H -0.646 -0.652 -3.372
H 0.270 -1.262 -1.936
H -0.624 1.057 -0.904
H -1.948 0.902 -2.074
H -2.685 -1.155 -1.079
H -1.156 -1.551 -0.325
H -2.746 0.815 0.559
H -1.662 -1.321 2.790
H -1.714 0.943 2.872
H 1.740 -2.307 1.222
H 2.755 -1.216 2.199
H 1.291 -2.049 2.904
H 0.944 2.227 2.326
H 1.643 2.041 0.724
H 2.547 1.469 2.138

27
Properties=species:S:1:pos:R:3 method="wB97M-V/def2-TZVPD" molar_mass_g_mol=160.4 spin_multiplicity=1 homo_ev=-12.294 e_above_lowest_kcal_mol=63.15 charge=+1
C -1.651 -0.667 0.004
C -1.478 0.272 1.140
C -1.045 -2.053 -0.059
C -2.492 1.332 1.435
C 4.367 1.557 -1.159
C 2.298 -0.188 0.835
N -0.633 0.410 -0.053
Si -3.195 -0.634 -1.129
Si 3.695 -0.017 -0.418
H -1.733 -2.759 0.273
H -0.072 -2.311 0.544
H -0.857 -2.308 -1.098
H -3.463 0.934 1.527
H -2.655 1.938 0.474
H -2.383 1.794 2.392
H -0.965 -0.267 1.920
H 4.610 1.447 -2.194
H 3.691 2.387 -1.000
H 1.482 0.173 0.192
H 2.178 -1.212 1.063
H 2.104 0.455 1.769
H 5.338 1.877 -0.750
H -0.886 1.165 -0.572
H -4.367 -0.402 -0.367
H -3.329 -2.050 -1.567
H -2.893 0.418 -2.151
H 4.336 -1.291 -1.051

26
Properties=species:S:1:pos:R:3 method="wB97M-V/def2-TZVPD" molar_mass_g_mol=199.1 spin_multiplicity=1 homo_ev=-4.616 e_above_lowest_kcal_mol=0.00 charge=-1
C -0.410 1.435 -2.656
C 0.116 0.557 -1.528
C -0.492 -0.842 -1.619
C -0.055 1.294 -0.168
C 1.228 2.038 0.180
C -0.483 0.451 1.028
O 0.505 -0.487 1.429
Nb 0.170 -2.174 2.373
H -0.143 1.053 -3.643
H -1.503 1.493 -2.624
H -0.025 2.456 -2.590
H 1.198 0.453 -1.678
H 0.140 -1.600 -1.165
H -1.448 -0.902 -1.095
H -0.676 -1.120 -2.658
H -0.849 2.045 -0.301
H 1.115 2.644 1.084
H 1.526 2.712 -0.626
H 2.021 1.313 0.358
H -1.416 -0.072 0.818
H -0.697 1.129 1.864
H -0.258 -3.368 1.036
H 1.886 -2.886 2.261
H 0.303 -1.755 4.176
H -1.698 -2.105 2.519
H -0.054 -3.760 3.224

33
Properties=species:S:1:pos:R:3 method="wB97M-V/def2-TZVPD" molar_mass_g_mol=223.0 spin_multiplicity=1 homo_ev=-15.358 e_above_lowest_kcal_mol=0.00 charge=+2
B 3.087 0.337 0.851
C 1.660 -0.339 0.321
C 0.567 0.414 1.093
C 1.078 1.818 1.597
C -0.562 0.408 -0.038
C 1.299 -0.380 -1.196
C -1.593 -0.714 0.214
N 4.404 0.107 0.668
N -4.755 -0.069 -1.251
N -2.322 -0.997 -1.040
O -0.006 0.062 -1.316
O 2.671 1.583 1.527
O 0.833 2.048 2.895
P 1.545 -2.025 -2.006
H 1.599 -1.336 0.759
H 0.223 -0.102 2.009
H 1.003 2.557 0.872
H -1.216 1.294 -0.277
H 2.047 0.241 -1.744
H -2.380 -0.594 0.968
H -0.964 -1.604 0.363
H 4.709 -0.813 0.215
H 5.139 0.510 1.284
H -4.594 0.670 -1.846
H -5.050 0.035 -0.349
H -5.457 -0.760 -1.549
H -1.949 -0.636 -1.929
H -3.503 -0.559 -1.075
H -2.584 -1.952 -1.125
H 3.151 2.089 2.186
H 0.830 2.965 3.154
H 0.510 -1.794 -3.066
H 0.578 -2.461 -1.168

35
Properties=species:S:1:pos:R:3 method="wB97M-V/def2-TZVPD" molar_mass_g_mol=522.7 spin_multiplicity=1 homo_ev=-4.031 e_above_lowest_kcal_mol=7.95 charge=-1
Pd -0.504 0.459 0.511
N 1.583 0.910 0.069
C 1.881 1.619 -1.192
C 1.763 3.141 -1.155
C 0.348 3.711 -1.259
N -0.462 3.241 -0.169
H 2.020 1.348 0.874
H 1.947 -0.034 -0.014
H 1.222 1.204 -1.958
H 2.909 1.377 -1.486
H 2.350 3.517 -1.999
H 2.253 3.527 -0.253
H -0.096 3.349 -2.192
H 0.421 4.808 -1.351
H -1.457 3.400 -0.234
H -0.149 3.524 0.751
S -3.592 2.465 3.958
Sb -2.588 0.712 2.948
S -2.763 0.654 0.592
S -0.228 1.166 2.608
S -2.765 -1.475 3.583
C 0.639 -3.949 -1.249
P -0.155 -2.535 -0.437
C 0.313 -2.652 1.305
C -1.931 -2.841 -0.468
O 0.256 -1.258 -1.114
H 0.332 -4.888 -0.787
H 1.721 -3.843 -1.159
H 0.374 -3.962 -2.305
H 0.379 -3.700 1.606
H -0.433 -2.144 1.927
H 1.282 -2.176 1.458
H -2.149 -3.877 -0.206
H -2.319 -2.622 -1.463
H -2.404 -2.173 0.259

37
Properties=species:S:1:pos:R:3 method="wB97M-V/def2-TZVPD" molar_mass_g_mol=301.2 spin_multiplicity=1 homo_ev=-12.107 smiles="CCCNNC1=[NH+][C@@](P(N)O)(P(=N)(O)O)OCN1" charge=+1
C 4.286 0.268 2.100
C 3.808 0.302 0.636
C 2.305 0.129 0.496
N 1.905 -1.253 0.906
N 1.039 -1.892 0.011
C -0.200 -1.511 -0.152
N -0.608 -0.355 0.465
C -1.639 0.400 -0.291
P -3.231 0.395 0.768
N -3.679 -1.236 0.541
O -4.270 1.261 -0.142
P -0.955 2.136 -0.359
N -0.395 2.525 1.007
O -2.083 3.081 -0.980
O 0.138 1.965 -1.521
O -1.659 -0.051 -1.649
C -1.773 -1.424 -1.937
N -1.090 -2.215 -0.894
H 4.458 1.280 2.464
H 3.538 -0.177 2.760
H 5.220 -0.281 2.207
H 4.032 1.283 0.213
H 4.345 -0.428 0.021
H 1.783 0.840 1.138
H 1.968 0.313 -0.526
H 2.726 -1.841 0.985
H 1.358 -2.748 -0.426
H -0.916 -0.523 1.423
H -4.035 -1.441 -0.387
H -4.424 -1.463 1.193
H -4.105 1.276 -1.094
H -0.756 3.391 1.388
H -2.171 3.035 -1.942
H -0.139 1.352 -2.218
H -2.809 -1.750 -2.029
H -1.276 -1.573 -2.897
H -0.699 -3.070 -1.276

28
Properties=species:S:1:pos:R:3 method="wB97M-V/def2-TZVPD" molar_mass_g_mol=137.2 spin_multiplicity=1 homo_ev=-8.778 smiles=CCCNCCC.O.O e_above_lowest_kcal_mol=35.81
C -0.279 -2.040 -2.335
C -0.330 -0.857 -1.361
C 0.909 -0.796 -0.474
N 1.222 0.536 0.109
C 1.170 0.647 1.591
C 0.054 1.464 2.295
C -1.279 1.493 1.585
H 0.706 -2.451 -2.512
H -0.908 -2.829 -1.925
H -0.783 -1.764 -3.270
H -0.476 0.141 -1.776
H -1.220 -0.930 -0.712
H 1.862 -1.211 -0.854
H 0.657 -1.459 0.365
H 0.706 1.320 -0.272
H 2.142 1.054 1.903
H 1.387 -0.356 1.999
H -0.008 0.922 3.245
H 0.436 2.476 2.415
H -1.725 2.483 1.434
H -2.044 0.873 2.029
H -1.215 1.160 0.546
O 3.261 1.635 -1.437
H 2.620 1.881 -2.132
H 2.753 1.026 -0.847
O -3.133 -1.102 0.016
H -3.575 -1.396 0.811
H -2.913 -1.921 -0.436

Electronic energy, record by record: -369.1470 -976.5776 -872.7551 -371.4669 -995.6368 -2727.1932 -1552.0248 -445.1847 a.u.